# 1
# C2H3NOS3

A single C2H3NOS3 molecule (ωB97M-V/def2-TZVPD, OMol25).

As for the HOMO-LUMO gap: 7.43 eV. The spin multiplicity is 1. For the relative energy (zero: lowest compared OMol25 entry of this formula, charge and spin), the calculation gives 233.04 kJ/mol. The calculation puts the HOMO energy at -9.0 eV.

Cartesian coordinates (Å):
O: 0.59 1.91 0.78
N: 1.15 0.78 0.20
C: 0.56 -0.30 -0.17
S: 1.34 -1.70 -0.72
C: -0.97 -0.36 -0.26
S: -1.75 0.91 -1.04
S: -1.88 -1.63 0.50
H: -0.28 2.15 0.11
H: 2.12 0.91 0.01
H: -0.88 -2.66 0.58

These are the natural (NBO) partial charges, in e, on atoms 1 to 4: -0.5441 -0.2439 0.0374 -0.1678

***

# 2
# C31H53N4O3PPdS

A molecular structure, C31H53N4O3PPdS (ωB97M-V/def2-TZVPD, OMol25).

As for the HOMO-LUMO gap: 8.77 eV. The spin multiplicity is 1. As for the charge: +2. For the relative energy (zero: lowest compared OMol25 entry of this formula, charge and spin), the calculation gives 129.06 kJ/mol. The calculation puts the HOMO energy at -14.5 eV.

Cartesian coordinates (Å):
Pd: 0.65 1.04 -1.16
N: -1.52 -1.43 2.71
C: -2.02 -2.49 1.79
C: -3.44 -2.15 1.35
C: -3.49 -0.87 0.52
N: -3.31 0.30 1.47
C: -2.47 -0.83 -0.61
C: -1.08 -1.39 -0.34
N: -0.13 -0.35 0.19
C: -1.11 -2.62 0.57
H: -1.99 -1.53 3.61
H: -2.48 0.07 2.06
H: -0.54 -1.59 2.92
H: -2.04 -3.46 2.30
H: -4.11 -2.08 2.21
H: -3.82 -2.96 0.74
H: -4.49 -0.73 0.10
H: -4.12 0.40 2.08
H: -3.18 1.19 0.98
H: -2.42 0.16 -1.06
H: -2.89 -1.46 -1.40
H: -0.66 -1.67 -1.30
H: 0.73 -0.82 0.44
H: -0.48 0.03 1.06
H: -0.10 -2.89 0.88
H: -1.47 -3.46 -0.02
O: -1.63 -0.34 -3.31
C: -0.53 -0.02 -3.69
N: 0.62 -0.11 -2.90
S: 1.82 0.78 -3.55
O: 1.78 1.99 -2.62
O: 3.10 0.17 -3.67
C: 1.08 1.12 -5.08
C: 1.60 1.71 -6.20
C: 0.78 1.77 -7.32
C: -0.51 1.24 -7.29
C: -1.02 0.63 -6.15
C: -0.20 0.57 -5.03
H: 2.61 2.11 -6.22
H: 1.14 2.23 -8.23
H: -1.12 1.29 -8.18
H: -2.01 0.21 -6.12
C: 3.58 5.97 -0.65
C: 2.10 6.07 -1.05
C: 1.40 4.70 -0.96
C: 1.98 3.91 0.21
C: 3.45 3.53 -0.08
C: 4.13 4.58 -0.97
P: 1.02 2.41 0.63
C: 1.89 1.48 1.94
C: 3.02 0.56 1.44
C: 3.29 -0.51 2.50
C: 3.15 0.05 3.93
C: 3.44 1.54 3.95
C: 2.39 2.32 3.14
C: -0.58 2.90 1.42
C: -0.50 4.06 2.44
C: -1.10 5.35 1.89
C: -2.59 5.17 1.58
C: -2.91 3.74 1.10
C: -1.70 3.15 0.39
H: 3.70 6.16 0.42
H: 4.16 6.74 -1.16
H: 2.01 6.44 -2.07
H: 1.59 6.79 -0.41
H: 1.55 4.13 -1.88
H: 0.32 4.85 -0.87
H: 1.95 4.54 1.11
H: 3.50 2.55 -0.58
H: 3.99 3.44 0.86
H: 3.95 4.35 -2.02
H: 5.20 4.54 -0.82
H: 1.10 0.81 2.33
H: 3.91 1.17 1.28
H: 2.79 0.11 0.47
H: 4.30 -0.91 2.35
H: 2.61 -1.36 2.36
H: 3.81 -0.49 4.61
H: 2.14 -0.12 4.31
H: 4.44 1.72 3.54
H: 3.47 1.92 4.97
H: 2.82 3.26 2.79
H: 1.54 2.57 3.78
H: -0.84 1.99 1.98
H: 0.53 4.23 2.77
H: -1.04 3.77 3.35
H: -0.56 5.64 0.99
H: -0.96 6.15 2.60
H: -2.90 5.89 0.82
H: -3.18 5.39 2.47
H: -3.78 3.75 0.44
H: -3.17 3.13 1.98
H: -1.38 3.83 -0.39
H: -1.93 2.22 -0.14

These are the Mulliken partial charges, in e, on atoms 1 to 4: -0.8051 -0.6145 0.3332 -1.5512

***

Question: What is the HOMO energy in the second record?
Answer: -14.5 eV

***

Copy entry 2 word for word.
# C31H53N4O3PPdS

A molecular structure, C31H53N4O3PPdS (ωB97M-V/def2-TZVPD, OMol25).

As for the HOMO-LUMO gap: 8.77 eV. The spin multiplicity is 1. As for the charge: +2. For the relative energy (zero: lowest compared OMol25 entry of this formula, charge and spin), the calculation gives 129.06 kJ/mol. The calculation puts the HOMO energy at -14.5 eV.

Cartesian coordinates (Å):
Pd: 0.65 1.04 -1.16
N: -1.52 -1.43 2.71
C: -2.02 -2.49 1.79
C: -3.44 -2.15 1.35
C: -3.49 -0.87 0.52
N: -3.31 0.30 1.47
C: -2.47 -0.83 -0.61
C: -1.08 -1.39 -0.34
N: -0.13 -0.35 0.19
C: -1.11 -2.62 0.57
H: -1.99 -1.53 3.61
H: -2.48 0.07 2.06
H: -0.54 -1.59 2.92
H: -2.04 -3.46 2.30
H: -4.11 -2.08 2.21
H: -3.82 -2.96 0.74
H: -4.49 -0.73 0.10
H: -4.12 0.40 2.08
H: -3.18 1.19 0.98
H: -2.42 0.16 -1.06
H: -2.89 -1.46 -1.40
H: -0.66 -1.67 -1.30
H: 0.73 -0.82 0.44
H: -0.48 0.03 1.06
H: -0.10 -2.89 0.88
H: -1.47 -3.46 -0.02
O: -1.63 -0.34 -3.31
C: -0.53 -0.02 -3.69
N: 0.62 -0.11 -2.90
S: 1.82 0.78 -3.55
O: 1.78 1.99 -2.62
O: 3.10 0.17 -3.67
C: 1.08 1.12 -5.08
C: 1.60 1.71 -6.20
C: 0.78 1.77 -7.32
C: -0.51 1.24 -7.29
C: -1.02 0.63 -6.15
C: -0.20 0.57 -5.03
H: 2.61 2.11 -6.22
H: 1.14 2.23 -8.23
H: -1.12 1.29 -8.18
H: -2.01 0.21 -6.12
C: 3.58 5.97 -0.65
C: 2.10 6.07 -1.05
C: 1.40 4.70 -0.96
C: 1.98 3.91 0.21
C: 3.45 3.53 -0.08
C: 4.13 4.58 -0.97
P: 1.02 2.41 0.63
C: 1.89 1.48 1.94
C: 3.02 0.56 1.44
C: 3.29 -0.51 2.50
C: 3.15 0.05 3.93
C: 3.44 1.54 3.95
C: 2.39 2.32 3.14
C: -0.58 2.90 1.42
C: -0.50 4.06 2.44
C: -1.10 5.35 1.89
C: -2.59 5.17 1.58
C: -2.91 3.74 1.10
C: -1.70 3.15 0.39
H: 3.70 6.16 0.42
H: 4.16 6.74 -1.16
H: 2.01 6.44 -2.07
H: 1.59 6.79 -0.41
H: 1.55 4.13 -1.88
H: 0.32 4.85 -0.87
H: 1.95 4.54 1.11
H: 3.50 2.55 -0.58
H: 3.99 3.44 0.86
H: 3.95 4.35 -2.02
H: 5.20 4.54 -0.82
H: 1.10 0.81 2.33
H: 3.91 1.17 1.28
H: 2.79 0.11 0.47
H: 4.30 -0.91 2.35
H: 2.61 -1.36 2.36
H: 3.81 -0.49 4.61
H: 2.14 -0.12 4.31
H: 4.44 1.72 3.54
H: 3.47 1.92 4.97
H: 2.82 3.26 2.79
H: 1.54 2.57 3.78
H: -0.84 1.99 1.98
H: 0.53 4.23 2.77
H: -1.04 3.77 3.35
H: -0.56 5.64 0.99
H: -0.96 6.15 2.60
H: -2.90 5.89 0.82
H: -3.18 5.39 2.47
H: -3.78 3.75 0.44
H: -3.17 3.13 1.98
H: -1.38 3.83 -0.39
H: -1.93 2.22 -0.14

These are the Mulliken partial charges, in e, on atoms 1 to 4: -0.8051 -0.6145 0.3332 -1.5512